# 1
Below is a 14-piece molecular cluster, C78H150N6O32P8 overall in a non-equilibrium geometry, with properties calculated with ωB97M-V/def2-TZVPD.

Its max |F| is 0.074 hartree/bohr. Its HOMO energy is -9.269 eV. As for the electronic energy: -8529.8348 Eh. The calculation puts the HOMO-LUMO gap at 9.49 eV.

Structure (ORCA input):
```
! wB97M-V def2-TZVPD RIJCOSX def2/J DEFGRID3
* xyz 0 1
P -29.95 11.02 -20.98
P -31.50 -3.17 -12.94
P -20.91 4.84 -14.50
P -27.80 5.78 -20.11
P -25.90 8.49 -15.42
P -29.99 -1.71 -18.50
P -34.78 7.08 -22.18
P -34.26 4.97 -14.11
O -35.41 4.83 -13.23
O -33.15 6.06 -13.88
O -35.96 6.24 -21.96
O -29.11 6.63 -20.55
O -33.27 3.79 -13.98
O -29.01 -1.07 -19.57
O -30.67 12.28 -20.87
O -32.31 -4.25 -13.75
O -24.61 8.44 -16.11
O -20.69 6.07 -15.48
O -30.39 -4.00 -12.20
O -29.73 -3.28 -18.78
O -28.42 11.05 -20.74
O -21.15 5.54 -13.08
O -30.98 -2.10 -13.84
O -32.45 -2.76 -11.77
O -31.39 -1.31 -18.76
O -27.11 8.42 -16.33
O -30.35 9.80 -20.03
O -35.11 8.27 -23.17
O -30.34 10.43 -22.48
O -27.03 6.92 -19.39
O -28.10 4.59 -19.32
O -19.81 3.89 -14.59
O -26.35 9.84 -14.63
O -29.32 -1.45 -17.06
O -26.01 7.34 -14.26
O -27.00 5.53 -21.46
O -34.79 5.13 -15.58
O -33.43 6.43 -22.75
O -22.34 4.35 -14.84
O -34.39 7.71 -20.80
N -29.15 6.44 -12.98
N -27.13 1.89 -10.88
N -34.98 -0.72 -15.09
N -34.37 2.01 -22.55
N -30.72 2.67 -17.55
N -24.67 -0.62 -16.12
C -37.09 7.91 -24.72
C -22.13 5.59 -10.91
C -25.35 10.43 -13.71
C -25.03 0.57 -16.56
C -28.26 -5.29 -12.16
C -34.11 -1.48 -17.20
C -29.32 6.06 -10.25
C -30.15 1.53 -15.10
C -33.68 -0.98 -10.71
C -26.66 -0.31 -9.88
C -32.73 -5.55 -13.31
C -22.34 3.22 -15.79
C -22.25 1.95 -14.98
C -28.39 7.19 -12.16
C -30.84 4.93 -20.88
C -27.98 -1.82 -15.09
C -33.58 2.43 -13.86
C -21.48 4.73 -11.89
C -25.61 1.53 -15.72
C -33.32 -6.34 -14.46
C -27.54 -0.91 -10.75
C -25.66 6.81 -18.97
C -25.21 6.17 -14.36
C -30.32 6.12 -20.00
C -33.96 4.84 -16.71
C -28.85 6.66 -16.36
C -27.06 4.28 -22.13
C -32.60 1.90 -12.86
C -35.54 0.40 -17.10
C -29.98 5.56 -12.46
C -29.72 3.16 -16.77
C -29.41 2.59 -15.59
C -28.48 8.09 -15.91
C -28.13 1.03 -18.92
C -28.29 -2.23 -16.47
C -35.63 0.24 -15.75
C -25.26 5.42 -18.46
C -24.84 -0.89 -14.78
C -33.34 7.48 -13.82
C -26.51 1.09 -9.99
C -33.54 8.10 -15.18
C -33.76 0.84 -22.80
C -29.02 0.34 -19.86
C -34.78 -0.51 -17.87
C -36.52 8.53 -23.47
C -33.90 10.04 -20.89
C -31.18 1.01 -15.84
C -30.64 8.33 -23.72
C -28.28 -0.11 -11.61
C -33.30 8.67 -20.74
C -25.55 5.12 -13.26
C -31.40 1.62 -17.08
C -29.62 9.28 -23.03
C -25.44 0.00 -13.90
C -27.38 12.85 -19.54
C -25.71 1.23 -14.36
C -30.20 5.30 -11.09
C -28.05 1.31 -11.65
C -33.59 -1.83 -11.96
C -34.07 2.59 -21.34
C -27.69 12.27 -20.89
C -24.52 11.45 -14.41
C -25.82 3.41 -21.84
C -34.27 -1.53 -15.83
C -28.44 6.99 -10.80
C -30.48 -4.19 -17.95
C -21.36 7.37 -15.23
C -34.66 5.22 -17.99
C -30.09 9.76 -18.67
C -32.60 5.41 -24.94
C -29.16 -4.27 -12.88
C -29.90 -5.55 -18.10
C -30.94 10.80 -17.87
C -33.25 1.99 -20.35
C -33.64 5.35 -23.80
C -32.67 0.73 -20.64
C -32.95 0.17 -21.86
C -21.52 8.03 -16.62
H -34.78 -0.48 -18.89
H -28.67 2.97 -14.94
H -30.14 5.81 -18.90
H -25.34 5.50 -12.28
H -34.40 10.15 -21.85
H -33.00 2.53 -19.41
H -30.58 -6.25 -17.63
H -30.97 7.00 -19.91
H -25.17 12.19 -14.94
H -33.65 9.18 -15.05
H -29.12 8.74 -22.26
H -26.03 5.05 -17.81
H -36.00 1.30 -17.59
H -33.48 -5.40 -12.49
H -24.96 3.98 -22.18
H -30.88 11.80 -18.31
H -21.24 1.89 -14.66
H -34.61 2.40 -13.50
H -35.11 6.19 -17.79
H -33.63 -2.21 -15.27
H -33.55 1.82 -14.81
H -31.98 10.46 -17.94
H -32.55 -0.84 -22.17
H -28.89 -5.56 -17.63
H -30.27 4.01 -20.76
H -21.69 9.12 -16.52
H -33.15 10.83 -20.75
H -37.16 6.80 -24.59
H -33.37 -1.32 -12.95
H -30.24 8.78 -18.30
H -29.16 8.84 -16.35
H -22.34 4.95 -10.06
H -27.12 0.51 -18.90
H -36.20 1.01 -15.26
H -26.04 2.05 -13.79
H -29.83 6.42 -16.03
H -32.40 4.32 -25.18
H -27.19 -2.47 -14.71
H -33.87 -5.59 -15.04
H -32.50 7.99 -13.37
H -31.39 8.94 -24.13
H -24.15 6.44 -14.29
H -28.57 2.00 -12.35
H -33.94 0.39 -23.74
H -37.23 8.18 -22.65
H -31.88 4.73 -20.51
H -25.85 2.50 -22.52
H -24.79 9.59 -13.24
H -29.00 9.91 -18.56
H -30.62 5.00 -13.18
H -32.75 2.34 -11.88
H -32.85 -0.27 -10.76
H -27.69 7.41 -10.06
H -23.84 10.86 -15.05
H -33.98 5.30 -18.86
H -35.43 4.42 -18.20
H -20.64 7.82 -17.23
H -31.74 5.91 -24.45
H -28.73 -6.31 -12.11
H -30.00 1.02 -14.16
H -36.49 9.64 -23.47
H -24.62 -1.86 -14.35
H -27.73 7.85 -12.56
H -23.77 11.97 -13.73
H -32.88 8.59 -19.77
H -26.88 11.94 -21.50
H -27.41 -2.25 -17.13
H -24.32 5.56 -17.98
H -21.43 6.36 -10.66
H -33.77 3.76 -16.75
H -28.87 -1.88 -14.49
H -34.24 7.72 -13.26
H -27.75 -1.94 -10.68
H -29.45 -4.55 -13.88
H -24.94 4.24 -13.29
H -28.73 0.39 -20.91
H -27.62 -0.80 -15.07
H -31.64 0.18 -15.30
H -25.08 7.13 -19.85
H -30.91 4.59 -10.69
H -28.35 13.03 -19.05
H -28.83 6.50 -17.41
H -26.58 4.90 -13.45
H -26.20 -0.82 -8.97
H -21.39 3.34 -16.39
H -32.59 -6.85 -15.02
H -23.29 3.37 -16.27
H -34.47 -2.43 -12.11
H -25.75 3.23 -20.79
H -24.97 4.74 -19.25
H -26.90 13.78 -19.61
H -33.51 -1.56 -9.79
H -28.91 9.62 -23.78
H -29.10 3.91 -17.19
H -25.10 0.60 -17.64
H -25.62 -0.25 -12.85
H -34.08 -7.04 -14.03
H -25.37 5.72 -15.36
H -27.95 2.06 -19.24
H -34.81 10.02 -20.18
H -29.01 -0.52 -12.34
H -25.79 1.48 -9.33
H -31.65 2.29 -13.17
H -25.96 2.45 -16.15
H -20.51 4.39 -11.48
H -31.85 -6.05 -12.94
H -28.54 -3.31 -16.49
H -22.30 7.24 -14.72
H -28.67 -3.31 -13.02
H -29.78 -5.73 -19.17
H -34.59 -0.40 -10.64
H -33.51 4.48 -23.17
H -30.09 0.73 -19.80
H -36.32 8.05 -25.51
H -30.09 7.80 -24.51
H -32.74 7.98 -15.78
H -33.00 5.44 -16.61
H -28.12 -5.02 -11.10
H -31.53 -4.21 -18.10
H -26.83 12.07 -18.98
H -32.93 6.04 -25.78
H -20.67 7.86 -14.53
H -23.11 6.02 -11.14
H -22.98 1.99 -14.19
H -22.32 7.63 -17.24
H -22.48 1.17 -15.75
H -31.14 7.69 -23.00
H -29.30 5.79 -9.24
H -28.56 1.11 -17.91
H -34.63 3.48 -21.20
H -22.03 3.87 -12.26
H -34.48 7.73 -15.67
H -28.55 8.18 -14.87
H -25.99 10.83 -12.91
H -32.18 1.25 -17.71
H -28.21 5.93 -15.84
H -30.88 5.32 -21.92
H -32.11 0.15 -19.96
H -30.27 -3.79 -16.87
H -32.69 0.79 -12.83
H -28.01 3.73 -22.04
H -34.67 5.43 -24.18
H -28.35 12.98 -21.54
H -33.46 -2.14 -17.83
H -38.05 8.25 -25.03
H -25.51 7.47 -18.12
H -30.59 10.81 -16.80
H -27.31 -5.39 -12.70
H -32.50 8.40 -21.48
H -27.03 4.53 -23.22
*
```

Löwdin population analysis, charges in e, atoms 1 to 4: number 1, P, carries 0.394; number 2, P, carries 0.352; number 3, P, carries 0.312; number 4, P, carries 0.377

# 2
Below is a 2-piece molecular cluster, C7H12N4S2 overall in a non-equilibrium geometry, with properties calculated with ωB97M-V/def2-TZVPD.

Its max |F| is 0.094 hartree/bohr. Its HOMO energy (spin up / spin down) is -6.778 / -6.672 eV. Its energy above the lowest of the compared OMol25 structures with the same formula, charge and spin is 101.2 kcal per mole. As for the electronic energy: -1289.1420 Eh. The calculation puts the HOMO-LUMO gap (spin up / spin down) at 6.07 / 5.88 eV.

Structure (ORCA input):
```
! wB97M-V def2-TZVPD RIJCOSX def2/J DEFGRID3
* xyz 0 1
S 1.71 2.65 -0.95
S -0.60 2.29 0.67
N 3.17 0.70 0.28
N 0.10 -0.21 -0.22
N -2.28 2.55 0.69
N -2.14 0.57 -0.56
C -2.84 -0.47 -1.30
C -2.86 1.63 0.01
C 2.31 1.36 -0.40
C -0.79 0.59 -0.20
C 3.06 -0.72 0.72
C -4.34 1.61 0.00
C 4.53 1.21 0.40
H -3.25 -0.02 -2.24
H -3.82 -0.79 -0.72
H 5.17 0.49 -0.06
H -4.78 2.43 0.64
H -2.20 -1.27 -1.27
H 4.92 1.57 1.30
H 3.07 -0.67 1.82
H -4.55 1.85 -1.09
H 2.13 -1.04 0.40
H 3.87 -1.26 0.49
H 4.63 2.11 -0.17
H -4.72 0.63 0.34
*
```

Löwdin population analysis, charges in e, atoms 1 to 4: number 1, S, carries 0.812; number 2, S, carries 0.786; number 3, N, carries -0.194; number 4, N, carries 0.048

# 3
Below is C22H30N5OPPt as an isolated structure in a non-equilibrium geometry, with properties calculated with ωB97M-V/def2-TZVPD.

Its max |F| is 0.118 hartree/bohr. Its HOMO energy (spin up / spin down) is -14.240 / -14.243 eV. Its energy above the lowest of the compared OMol25 structures with the same formula, charge and spin is 75.9 kcal per mole. As for the electronic energy: -1665.5609 Eh. The calculation puts the HOMO-LUMO gap (spin up / spin down) at 6.91 / 6.91 eV.

Structure (ORCA input):
```
! wB97M-V def2-TZVPD RIJCOSX def2/J DEFGRID3
* xyz 2 1
Pt -1.62 0.08 0.46
P 0.58 -0.61 0.14
O -0.28 1.57 -1.32
N 0.29 3.56 -2.23
N 0.26 1.66 -3.53
N -2.89 1.74 -0.43
N -1.34 -1.74 2.12
N -3.67 -0.05 1.58
C 2.13 -2.24 -3.28
C 0.99 -2.47 -4.04
C -3.24 2.79 0.54
C 0.77 -1.34 -1.51
C -0.06 -2.42 2.13
C 0.95 -1.98 1.28
C 0.08 2.23 -2.32
C 3.49 1.61 1.90
C 0.16 -3.49 2.98
C -0.26 -2.14 -3.53
C 1.39 -4.13 2.98
C 2.18 -2.61 1.30
C 2.41 -3.69 2.14
C 4.12 2.22 0.82
C -3.94 1.17 2.38
C 2.02 -1.67 -2.02
C -0.37 -1.58 -2.27
C 3.67 1.99 -0.47
C 2.59 1.16 -0.69
C 1.96 0.53 0.38
C 2.41 0.77 1.68
C -4.34 2.34 1.49
H 3.84 1.78 2.90
H 1.08 -2.92 -5.02
H -0.62 -3.84 3.64
H 0.68 4.08 -3.00
H 1.56 -4.97 3.64
H -1.14 -2.32 -4.13
H -4.43 -0.19 0.92
H -2.18 2.08 -1.07
H 1.92 0.29 2.52
H 4.97 2.87 1.00
H 4.17 2.47 -1.31
H 0.29 4.00 -1.33
H 2.25 0.97 -1.70
H -4.60 3.18 2.14
H -3.67 -0.85 2.19
H -3.70 1.46 -0.97
H -3.59 3.69 0.01
H -4.75 0.98 3.09
H 3.10 -2.50 -3.67
H -5.23 2.07 0.92
H -3.04 1.41 2.95
H 0.07 0.68 -3.64
H -2.34 3.06 1.09
H 3.37 -4.18 2.14
H -1.48 -1.29 3.02
H -1.34 -1.32 -1.86
H 0.55 2.18 -4.33
H -2.07 -2.43 1.99
H 2.98 -2.27 0.65
H 2.92 -1.48 -1.44
*
```

Löwdin population analysis, charges in e, atoms 1 to 4: number 1, Pt, carries 0.905; number 2, P, carries 0.992; number 3, O, carries -0.171; number 4, N, carries 0.197

# 4
Below is C4H5NO in the gas phase in a non-equilibrium geometry, with properties calculated with ωB97M-V/def2-TZVPD.

As for the SMILES: N#CC[C@H]1CO1. Its max |F| is 0.025 hartree/bohr. Its HOMO energy is -10.881 eV. Its energy above the lowest of the compared OMol25 structures with the same formula, charge and spin is 39.1 kcal per mole. As for the electronic energy: -285.3522 Eh. The calculation puts the HOMO-LUMO gap at 11.72 eV.

Structure (ORCA input):
```
! wB97M-V def2-TZVPD RIJCOSX def2/J DEFGRID3
* xyz 0 1
O 1.61 0.73 0.40
N -2.49 -0.88 -1.26
C 0.41 0.00 0.58
C -0.90 0.65 0.17
C -1.78 -0.21 -0.63
C 1.49 -0.51 -0.28
H -1.45 0.89 1.09
H 1.45 -0.46 -1.37
H -0.75 1.59 -0.37
H 2.09 -1.32 0.13
H 0.32 -0.48 1.55
*
```

Löwdin population analysis, charges in e, atoms 1 to 4: number 1, O, carries -0.034; number 2, N, carries 0.139; number 3, C, carries -0.306; number 4, C, carries -0.115